# 1
Formula: C17H20N2OS
Source: OMol25
Level of theory: the ωB97M-V functional and the def2-TZVPD basis

Each line ends with the Löwdin charge.
Atoms and positions in Å:
C  -1.44921  -2.89326  -1.71746  -0.1094
O  -2.75209  -2.84244  -1.19382  -0.1842
C  -2.85062  -2.40798  0.14215  -0.2033
C  -2.50984  -0.92757  0.35538  -0.1864
N  -1.11442  -0.74191  0.66976  0.0125
C  -0.66568  0.25452  1.45708  -0.8702
S  -1.65413  1.26923  2.30428  0.6419
N  0.68132  0.41058  1.54656  0.0510
C  1.66073  -0.36449  0.89735  -0.2118
C  1.74421  -1.72969  1.15108  -0.0229
C  2.71570  -2.49531  0.53210  -0.0790
C  3.61556  -1.89799  -0.33337  -0.0800
C  3.52681  -0.54092  -0.59468  -0.0356
C  2.55082  0.24181  0.00308  -0.1747
C  2.36941  1.69202  -0.35439  -0.0867
C  0.96614  1.92499  -0.86384  -0.2395
C  0.17137  2.94514  -0.36113  -0.0610
C  -1.12870  3.10968  -0.80573  -0.0892
C  -1.64901  2.25588  -1.76188  -0.0923
C  -0.85880  1.24404  -2.28137  -0.0943
C  0.43998  1.08021  -1.83506  -0.0495
H  -1.04470  -1.89299  -1.91534  0.0705
H  -1.52142  -3.43248  -2.66088  0.0928
H  -0.76814  -3.43296  -1.04680  0.0913
H  -3.89613  -2.57976  0.40487  0.1249
H  -2.21368  -3.02452  0.79468  0.1261
H  -2.78628  -0.36217  -0.54412  0.1253
H  -3.07785  -0.52645  1.19782  0.0718
H  -0.43882  -1.17707  0.05750  0.1036
H  0.97326  1.27198  1.98557  0.1248
H  1.04976  -2.17700  1.84692  0.1214
H  2.77482  -3.55415  0.73362  0.1036
H  4.38098  -2.48909  -0.81256  0.1027
H  4.21893  -0.08291  -1.28680  0.1132
H  2.55615  2.32844  0.51531  0.1226
H  3.09222  1.96667  -1.12693  0.1247
H  0.56401  3.61075  0.39468  0.1146
H  -1.73995  3.89659  -0.39153  0.1066
H  -2.66712  2.37662  -2.10067  0.1039
H  -1.25688  0.57905  -3.03530  0.1023
H  1.05456  0.28512  -2.23690  0.1178

Calculated values
Structure (SMILES): COCCNC(=S)Nc1ccccc1Cc1ccccc1
Energy above the lowest of the compared OMol25 structures with the same formula, charge and spin, kcal per mole: 27.6
Kohn-Sham gap, Eh: 0.321

# 2
Formula: C33H76ClFNO11
Source: OMol25
Level of theory: the ωB97M-V functional and the def2-TZVPD basis

Each line ends with the Löwdin charge.
Atoms and positions in Å:
C  7.20078  -1.99783  1.44500  -0.1030
C  7.98805  -0.74075  1.08836  -0.2348
C  7.88397  -0.27398  -0.38410  -0.1970
C  7.36984  -1.30575  -1.39777  -0.1956
C  5.85316  -1.18950  -1.65345  -0.1971
C  5.09600  -2.52204  -1.76986  -0.1873
C  3.86423  -2.51142  -0.85727  -0.2000
C  3.21030  -3.88669  -0.67111  -0.1500
C  1.68122  -3.86965  -0.83818  -0.1118
C  1.02084  -2.61605  -0.34273  -0.1347
C  0.16949  -1.93457  -1.18785  0.0217
N  -0.43845  -0.80292  -0.80209  0.1337
C  -0.24649  -0.25529  0.39993  0.0559
C  0.58873  -0.89344  1.27799  -0.2063
F  0.75740  -0.37627  2.45887  0.1843
C  1.22219  -2.07341  0.93087  -0.0163
C  2.10614  -2.73602  1.95481  -0.5087
O  3.05555  -2.22703  2.44977  0.2317
O  1.76100  -4.05448  2.21791  -0.4427
Cl  0.12860  -4.14600  2.67508  0.8225
H  7.24335  -2.18568  2.51624  0.0732
H  6.16038  -1.91050  1.13633  0.0520
H  7.63560  -2.87707  0.97128  0.0704
H  7.60422  0.06854  1.71494  0.0913
H  9.03119  -0.84842  1.37791  0.1009
H  8.87911  0.03968  -0.70003  0.1043
H  7.27065  0.61887  -0.44969  0.0743
H  7.64720  -2.32258  -1.13080  0.0924
H  7.87399  -1.09502  -2.34069  0.1069
H  5.38572  -0.57056  -0.88473  0.0993
H  5.70975  -0.64995  -2.58564  0.0944
H  4.72241  -2.61735  -2.78999  0.1066
H  5.74194  -3.37016  -1.54722  0.1121
H  3.17457  -1.79045  -1.29940  0.0988
H  4.19828  -2.14701  0.11505  0.0887
H  3.60267  -4.59404  -1.39903  0.1223
H  3.46099  -4.29780  0.30640  0.1104
H  1.21797  -4.71287  -0.32221  0.1279
H  1.44235  -3.98011  -1.89461  0.1254
H  -0.03161  -2.28540  -2.18714  0.1582
H  -1.06854  -0.32014  -1.43791  0.1870
H  -0.74271  0.66212  0.67731  0.1730
C  -2.91146  -4.30363  0.13887  -0.0776
C  -3.59987  -2.99957  0.49274  -0.2909
O  -2.75731  -2.15765  1.29356  -0.0878
H  -2.64062  -4.84728  1.04397  0.0698
H  -3.55572  -4.93790  -0.46947  0.0850
H  -1.98975  -4.11572  -0.42291  0.0588
H  -4.50586  -3.18583  1.06391  0.1225
H  -3.87097  -2.45262  -0.41798  0.1023
H  -1.97986  -1.97662  0.76340  0.0196
C  -6.31634  0.66695  -0.35916  -0.0839
C  -5.21059  0.46435  -1.37302  -0.3030
O  -3.91471  0.63547  -0.76915  -0.1131
H  -6.25163  1.66419  0.07765  0.0824
H  -7.29848  0.54978  -0.81264  0.0731
H  -6.23427  -0.05500  0.45709  0.0752
H  -5.28919  1.19230  -2.17701  0.0952
H  -5.27454  -0.53371  -1.81808  0.1065
H  -3.85095  -0.01500  -0.05968  0.0463
C  -8.93096  1.66707  3.09310  -0.0815
C  -9.42875  1.84149  1.67166  -0.3119
O  -9.25075  0.66242  0.88701  -0.0964
H  -7.87536  1.39168  3.09648  0.0734
H  -9.05185  2.58982  3.66122  0.0554
H  -9.48187  0.87235  3.60228  0.0757
H  -8.86805  2.62505  1.16417  0.1098
H  -10.48485  2.12853  1.67078  0.1102
H  -9.75140  -0.04658  1.30168  0.0821
C  1.88343  1.19375  -2.57986  -0.0923
C  3.20277  1.06190  -3.31942  -0.2864
O  3.50073  -0.31017  -3.60478  -0.0909
H  1.91506  0.61215  -1.65179  0.0512
H  1.67566  2.23579  -2.33985  0.0704
H  1.05927  0.81057  -3.19263  0.0702
H  4.02136  1.42708  -2.70091  0.1182
H  3.18737  1.64413  -4.23888  0.0989
H  2.79865  -0.65472  -4.16495  0.0824
C  -4.70640  1.92880  -5.65011  -0.0978
C  -6.19142  1.66662  -5.82224  -0.3195
O  -6.85358  1.48446  -4.57353  -0.0881
H  -4.23792  1.10457  -5.10946  0.0671
H  -4.21301  2.03967  -6.61648  0.0730
H  -4.53946  2.84325  -5.07550  0.0715
H  -6.35505  0.74774  -6.38254  0.1120
H  -6.66025  2.48613  -6.37559  0.1111
H  -6.74703  2.29453  -4.06539  0.0758
C  6.26543  3.93229  2.19399  -0.0886
C  5.68960  3.79639  0.79774  -0.3170
O  5.98622  2.52677  0.21682  -0.1001
H  7.34558  3.78827  2.17351  0.0783
H  6.05167  4.91651  2.61202  0.0753
H  5.84170  3.17867  2.86247  0.0722
H  6.12461  4.53748  0.12947  0.1125
H  4.60503  3.95222  0.81624  0.1052
H  5.60431  1.84941  0.78417  0.0700
C  1.90054  6.36299  -3.93179  -0.0901
C  2.91264  5.32857  -4.38330  -0.3050
O  2.39739  3.99641  -4.29920  -0.1001
H  1.58600  6.16604  -2.90638  0.0739
H  2.32137  7.36735  -3.98043  0.0775
H  1.01064  6.33663  -4.56512  0.0729
H  3.79250  5.34570  -3.74263  0.1129
H  3.23746  5.53227  -5.40772  0.1113
H  1.62478  3.94689  -4.87087  0.0847
C  -9.18374  4.83957  6.10803  -0.0900
C  -7.97919  5.47579  5.44160  -0.3252
O  -8.20223  5.72702  4.05574  -0.0892
H  -9.44471  3.90953  5.60244  0.0560
H  -8.98675  4.62341  7.15863  0.0760
H  -10.05338  5.49812  6.05268  0.0753
H  -7.12047  4.80726  5.48626  0.1088
H  -7.70690  6.40686  5.94909  0.1083
H  -8.94664  6.33147  3.98008  0.0791
C  3.10896  -7.13882  3.85832  -0.0870
C  2.46929  -6.90322  5.21351  -0.3173
O  2.71054  -5.58418  5.69517  -0.0788
H  4.18332  -6.96187  3.91106  0.0799
H  2.93791  -8.15850  3.51074  0.0765
H  2.69697  -6.44812  3.11723  0.0475
H  2.88927  -7.57503  5.95948  0.1139
H  1.39032  -7.08882  5.16409  0.1067
H  2.34377  -4.96283  5.05971  0.0559

Calculated values
Net charge: +1
Kohn-Sham gap, Eh: 0.250

# 3
Formula: CH5N4S
Source: OMol25
Level of theory: the ωB97M-V functional and the def2-TZVPD basis

Each line ends with the Löwdin charge.
Atoms and positions in Å:
C  -0.66507  0.89409  -0.24728  -0.3289
N  -2.90649  -0.02229  -0.00097  0.1709
N  -1.77495  0.55670  -0.12248  0.0344
N  1.37774  -0.12226  0.22449  -0.4314
N  2.51774  -0.55472  -0.39009  -0.0904
S  0.86399  1.53943  -0.15608  1.0515
H  -3.20711  -0.32548  0.84250  0.1027
H  1.41704  -0.22230  1.31827  0.1430
H  2.49906  -1.50927  -0.73406  0.0957
H  3.49855  -0.44953  -0.09036  0.1115
H  -3.62050  0.21562  -0.64394  0.1412

Calculated values
Net charge: +1
Energy above the lowest of the compared OMol25 structures with the same formula, charge and spin, kcal per mole: 48.3
Kohn-Sham gap, Eh: 0.341

# 4
Formula: C5H10O
Source: OMol25
Level of theory: the ωB97M-V functional and the def2-TZVPD basis

Each line ends with the Löwdin charge.
Atoms and positions in Å:
C  2.66951  -0.09868  0.10988  -0.1432
O  1.48717  0.30896  -0.48758  -0.1960
C  0.44975  -0.05266  0.35854  -0.2433
C  -0.83208  0.59472  -0.15532  -0.2543
C  -2.15013  0.14631  0.39973  -0.1404
C  -1.85311  -0.10733  -1.04558  -0.1140
H  2.49032  0.18192  1.26386  0.1052
H  2.76871  -1.19815  0.11042  0.0851
H  3.48378  0.34468  -0.49042  0.0963
H  0.34670  -1.15136  0.42386  0.1254
H  0.95435  0.19942  1.46786  0.1458
H  -0.72738  1.65691  -0.37398  0.1366
H  -2.88142  0.90127  0.66741  0.0973
H  -2.12050  -0.71298  1.06386  0.1011
H  -1.68509  -1.13004  -1.37391  0.0992
H  -2.39861  0.49137  -1.77841  0.0990

Calculated values
Structure (SMILES): COCC1CC1
Energy above the lowest of the compared OMol25 structures with the same formula, charge and spin, kcal per mole: 57.3
Kohn-Sham gap, Eh: 0.404

# 5
Formula: C24H68O10
Source: OMol25
Level of theory: the ωB97M-V functional and the def2-TZVPD basis

Each line ends with the Löwdin charge.
Atoms and positions in Å:
C  -0.61096  3.81307  1.77676  -0.0717
C  -0.74872  2.71373  2.68740  -0.3910
O  0.39318  2.09186  3.16924  -0.0650
H  0.21925  3.63211  1.09404  0.0639
H  -0.19955  4.62718  2.37346  0.0909
H  -1.55328  4.10837  1.31532  0.0796
H  -1.39429  1.97584  2.21111  0.0909
H  -1.30981  2.90267  3.60260  0.1203
H  1.00590  2.76835  3.46677  0.0556
C  1.61519  -0.80000  -4.32010  -0.0802
C  0.11849  -0.71544  -4.23628  -0.2906
O  -0.42782  -1.24763  -5.49524  -0.0933
H  1.99486  -0.28733  -5.20390  0.0900
H  1.97648  -1.80695  -4.11126  0.0796
H  1.97526  -0.15582  -3.51793  0.0484
H  -0.25054  0.30483  -4.34102  0.0969
H  -0.30771  -1.12546  -3.32067  0.0837
H  0.01915  -2.07857  -5.67230  0.0651
C  -4.09741  -4.63306  1.53790  -0.0339
C  -3.00587  -3.67064  1.37704  -0.1490
O  -3.54729  -2.32569  1.25459  0.2555
H  -4.97715  -4.29535  2.08573  0.1080
H  -3.69588  -5.58772  1.87772  0.1126
H  -4.56663  -4.88687  0.58735  0.1062
H  -2.38157  -3.93017  0.52205  0.1468
H  -2.34948  -3.64419  2.24685  0.1538
H  -2.88798  -1.62862  1.22300  0.0881
C  3.98305  1.38292  2.71047  -0.0704
C  4.15867  2.88370  2.86778  -0.3415
O  2.98722  3.35915  3.38356  -0.0729
H  3.14395  1.20108  2.03895  0.0538
H  3.89360  0.99561  3.72541  0.0776
H  4.86853  0.88437  2.31617  0.0801
H  4.37998  3.34838  1.90694  0.0951
H  4.97050  3.15887  3.54106  0.1232
H  3.17970  3.77156  4.22883  0.1052
C  -0.80863  3.20525  -2.93764  -0.0476
C  0.67510  3.62021  -3.22136  -0.3003
O  1.49851  2.51017  -3.47057  -0.0924
H  -0.76555  2.49526  -2.11170  0.0341
H  -1.08718  2.74840  -3.88727  0.0708
H  -1.59543  3.95076  -2.82251  0.0745
H  1.09164  4.40058  -2.58447  0.1088
H  0.62427  4.12171  -4.18780  0.1094
H  1.77498  2.56319  -4.38837  0.1061
C  0.10300  0.60801  -0.47020  -0.0655
C  -0.72922  -0.59083  -0.16845  -0.3105
O  -1.48797  -0.29461  0.98801  -0.0949
H  -0.52620  1.49290  -0.37444  0.0724
H  0.64865  0.58035  -1.41339  0.0789
H  0.89514  0.61670  0.27849  0.0799
H  -0.15440  -1.50029  0.00635  0.1079
H  -1.39287  -0.74729  -1.01887  0.1147
H  -0.75059  -0.14147  1.58335  0.0600
C  1.15997  -5.61244  -1.86140  -0.0222
C  -0.07162  -4.89096  -1.18101  -0.4492
C  -1.16614  -4.43436  -2.18622  -0.0333
O  -0.54161  -5.66862  -0.07756  -0.0745
H  1.71795  -6.15924  -1.10129  0.0733
H  1.87718  -4.89642  -2.26265  0.0779
H  0.88223  -6.31979  -2.64281  0.0827
H  0.30768  -3.99296  -0.69334  0.1001
H  -1.41621  -5.24772  -2.86739  0.0836
H  -0.71304  -3.64448  -2.78529  0.0667
H  -2.08514  -3.95207  -1.85316  0.0621
H  0.19691  -6.19106  0.24378  0.0797
C  -5.35352  0.91445  0.79074  -0.0321
C  -5.28659  2.18650  -0.16393  -0.5113
C  -3.97038  2.76264  -0.46586  -0.0472
O  -5.99307  1.87433  -1.30185  -0.0302
H  -5.11554  1.26715  1.79426  0.0754
H  -4.66602  0.11190  0.52362  0.0406
H  -6.26839  0.32190  0.79262  0.0721
H  -5.87782  2.91304  0.39347  0.1311
H  -3.52903  3.26909  0.39252  0.0705
H  -3.93583  3.50191  -1.26609  0.0926
H  -3.22179  1.98406  -0.61256  0.0711
H  -6.91751  1.69865  -1.11175  0.0992
C  4.50513  3.64849  -1.64864  -0.0444
C  3.82927  2.56917  -0.79911  -0.4518
C  2.49489  2.96388  -0.15352  -0.0590
O  3.55360  1.46559  -1.64779  -0.0716
H  4.56370  4.54140  -1.02625  0.0760
H  3.99644  3.93553  -2.56895  0.0763
H  5.52758  3.30287  -1.80108  0.0835
H  4.63280  2.26377  -0.12891  0.1256
H  2.49134  4.01100  0.14918  0.0878
H  2.31855  2.32102  0.70888  0.0400
H  1.54680  2.89564  -0.68697  0.0485
H  3.01272  1.74715  -2.38925  0.0323
C  0.34195  -3.89607  2.92289  -0.0593
C  1.55317  -3.02168  3.20953  -0.4675
C  1.17449  -1.55448  3.53764  -0.0312
O  2.39346  -3.60923  4.21141  -0.0328
H  0.63079  -4.90348  3.22251  0.0930
H  0.05720  -3.72858  1.88415  0.0551
H  -0.45978  -3.60030  3.59955  0.0693
H  2.15042  -3.06179  2.29860  0.1351
H  0.82222  -0.99448  2.67138  0.0501
H  1.99367  -0.97931  3.96918  0.0788
H  0.34021  -1.44316  4.23023  0.0814
H  1.93244  -3.41158  5.02995  0.0886

Calculated values
Net charge: +1
Energy above the lowest of the compared OMol25 structures with the same formula, charge and spin, kcal per mole: 45.1
Spin multiplicity: 2
Kohn-Sham gap (spin up / spin down), Eh: 0.341 / 0.094
⟨S²⟩: 0.75

| no. | largest force on an atom (eV Å⁻¹) |
| --- | --- |
| 1 | 0.79 |
| 2 | 0.86 |
| 3 | 3.64 |
| 4 | 3.17 |
| 5 | 3.92 |